Density functional theory data (ωB97M-V/def2-TZVPD) for a structure of composition C7H12N5O7Ti in a non-equilibrium geometry.

The geometry in XYZ format:
```
32
Properties=species:S:1:pos:R:3:forces:R:3:lowdin_spin:R:1
C 2.2872 0.1251 1.3623 1.3787 -0.7810 -0.0660 -0.008
Ti 0.5417 -0.5220 0.4104 -1.0237 0.9008 -0.0059 0.954
N -1.6094 -0.1352 -0.8859 -0.4270 0.5242 -0.2112 -0.001
N 1.1037 -0.2613 -1.8048 0.4130 0.2790 -0.8206 0.013
H -1.6430 0.8781 -1.0001 -0.1399 -0.1245 0.0165 0.000
H -0.1119 -1.7700 -0.3996 0.0947 -2.5749 -0.7999 -0.010
H 2.2538 -0.3171 2.3676 0.1080 0.0814 -0.0086 0.002
H 2.5230 1.1879 1.4485 -0.1051 -0.0748 -0.1118 -0.001
H 3.1000 -0.3886 0.8094 0.2740 0.1414 0.2825 -0.001
H 0.7188 0.6286 -2.1311 0.3278 -0.1754 0.0837 0.003
H 0.6531 -0.9979 -2.3569 0.1966 0.2526 0.5480 0.000
H 2.1007 -0.2831 -2.0398 -0.3691 0.1528 0.0947 0.001
H -1.7707 -0.5681 -1.7950 0.0508 0.0370 0.3218 0.000
H -2.3990 -0.3926 -0.2922 0.2738 -0.0341 -0.0395 0.000
O -5.1593 2.4866 4.3601 1.4015 1.2078 -0.7481 -0.010
N -4.3245 3.2911 3.8943 -1.1247 0.4996 0.6531 0.001
O -4.4980 4.5285 3.9096 0.3195 -1.7930 -0.0298 0.010
C -3.1115 2.7641 3.2959 0.9255 0.0869 -0.7742 0.015
C -2.8964 1.3811 3.2279 0.0244 -0.1888 0.0424 0.135
C -1.7962 0.8732 2.5244 -0.5708 -0.7160 0.2299 0.000
C -0.9256 1.7270 1.7861 1.4634 -0.5602 -1.6548 0.012
O -0.1106 1.2413 0.8817 -1.7845 2.9221 1.5007 0.027
C -1.0841 3.1301 2.0013 0.0359 -0.3737 0.4696 0.017
C -2.1779 3.6316 2.7096 -0.5201 0.3361 0.2812 0.075
N -0.0582 4.0704 1.5277 0.4440 0.8820 -0.3368 0.003
O -0.4493 5.2211 1.2247 0.6471 -1.6299 0.4051 0.002
O 1.1291 3.7180 1.4928 -1.9419 0.4572 0.0235 0.005
N -1.6497 -0.5367 2.4578 0.9584 2.0116 -0.8024 0.305
O -2.5150 -1.2471 2.9533 -1.2297 -1.2021 0.7776 0.303
O -0.5789 -1.0923 1.9157 -0.3193 -0.4109 0.8967 0.134
H -3.5796 0.6855 3.6988 0.1003 0.0978 -0.1155 0.012
H -2.3235 4.7041 2.8101 0.1185 -0.2309 -0.1018 0.004
```
Positions in Å, forces in eV/Å.

Values from the calculation:
charge: -1
spin multiplicity: 3
⟨S²⟩: 2.0280
orbital gap (spin up / spin down): 5.261 / 7.059 eV

***

Density functional theory data (ωB97M-V/def2-TZVPD) for a cluster of 2 separate species, C2HBrN2O2 in total in a non-equilibrium geometry.

The geometry in XYZ format:
```
8
Properties=species:S:1:pos:R:3:forces:R:3:mulliken_charge:R:1
C -0.6651 -1.6270 0.7304 1.0565 3.5511 -0.0739 0.012
C 0.2782 0.7552 0.4341 0.1678 -2.3558 1.1549 -0.198
N -0.9456 -2.7106 0.9797 -0.2825 -1.0658 0.1582 -0.309
N -0.0368 0.5509 -0.9451 -0.3887 0.0356 -2.9745 0.909
O -1.0364 1.1478 -1.3719 1.2367 -0.7206 0.9816 -0.506
O 0.7343 -0.1250 -1.6062 -0.8572 0.6215 0.3889 -0.448
Br 2.0755 0.5641 0.8466 -1.1540 0.3776 0.1593 0.128
H -0.4041 1.4447 0.9324 0.2215 -0.4436 0.2054 0.412
```
Positions in Å, forces in eV/Å.

Values from the calculation:
spin multiplicity: 1
energy above the lowest of the compared OMol25 structures with the same formula, charge and spin: 674.0 kJ/mol
orbital gap (spin up / spin down): 7.173 / 7.182 eV